1.
ORCA calculation (the ωB97M-V functional and the def2-TZVPD basis) on C5H8NOP as an isolated structure at a distorted geometry.

Summary:
- E_tot: -18138.9776 eV
- M: 129.099 g/mol
- HOMO energy: -8.914 eV
- Largest force on an atom: 4.4 eV Å⁻¹
- Charge: 0
- Kohn-Sham gap: 8.9145 eV

XYZ file:
```
16
Properties=species:S:1:pos:R:3:forces:R:3
C -0.027710 -1.669541 -1.039572 0.914 -2.929 -3.159
C 0.987985 -0.876337 -0.688600 0.160 1.711 1.464
C -1.803440 -1.216982 0.409505 -0.806 -0.763 1.167
C -1.619119 0.228874 0.377310 2.783 1.113 1.649
C 1.182115 1.930377 0.048376 2.847 1.451 -0.221
N -1.128274 -2.005652 -0.328880 -0.957 -0.234 0.582
O 1.210707 0.127775 2.038044 -0.338 -0.168 -0.586
P 0.654604 0.343121 0.677912 -2.141 -0.960 -0.110
H 0.076907 -2.455741 -1.954277 0.136 2.114 2.002
H 2.020909 -0.946705 -1.055147 -0.689 -0.051 -0.081
H -2.484708 -1.777326 1.156551 0.851 1.373 -1.157
H -1.469494 0.645388 -0.606819 -0.411 0.091 -0.395
H -2.085898 0.941309 1.113651 0.284 -1.143 -0.873
H 1.176868 2.862021 0.731658 -0.884 -1.679 -0.983
H 2.340448 1.708936 0.160026 -1.896 0.336 -0.708
H 0.968100 2.160484 -1.039739 0.148 -0.263 1.412
```
Forces are in eV/Å.

These are the Löwdin partial charges, in e, on atoms 1 to 5:
1. C -0.2776
2. C -0.1804
3. C -0.2442
4. C -0.1109
5. C -0.2370



2.
ORCA calculation (the ωB97M-V functional and the def2-TZVPD basis) on one molecule with the formula C5H8NOP at a distorted geometry.

Summary:
- E_tot: -18138.1807 eV
- M: 129.099 g/mol
- HOMO energy: -9.540 eV
- Largest force on an atom: 5.1 eV Å⁻¹
- Charge: 0
- Kohn-Sham gap: 9.6282 eV
- Structure (SMILES): C=C=N/C=C\[P@H](C)=O

XYZ file:
```
16
Properties=species:S:1:pos:R:3:forces:R:3
C -1.250080 1.327430 0.736355 -0.576 -2.005 0.762
C -1.527025 0.037627 0.991977 0.712 0.103 -0.036
C 1.050510 1.390320 0.127038 -3.033 1.722 1.845
C 2.092517 1.201803 -0.613822 -2.595 1.260 -1.215
C -0.157070 -1.428423 -1.067225 -1.281 1.273 2.514
N -0.000055 1.867086 0.633239 3.631 -0.542 -1.714
O -0.663875 -2.493986 1.359258 -0.626 -3.683 2.250
P -0.267375 -1.268035 0.758134 -3.268 2.216 -3.192
H -2.003983 2.055182 0.674717 -1.003 0.909 0.200
H -2.527025 -0.302430 1.295695 0.426 0.213 -0.442
H 0.895459 -0.740301 0.964066 2.883 1.207 1.253
H 1.764186 1.617989 -1.573655 1.079 -0.222 -0.205
H 3.029905 0.931143 -0.330582 2.318 -1.014 0.487
H -0.054822 -0.476907 -1.483278 0.301 1.555 -0.774
H 0.740962 -1.935309 -1.139443 1.383 -1.795 -1.040
H -1.122229 -1.783188 -1.332471 -0.352 -1.198 -0.693
```
Forces are in eV/Å.

These are the Löwdin partial charges, in e, on atoms 1 to 5:
1. C -0.2203
2. C -0.1394
3. C -0.2071
4. C 0.0233
5. C -0.1582



Q: Kohn-Sham gap of number 1 (C5H8NOP)?
A: 8.9145 eV